Entry 1:
DFT (the ωB97M-V functional and the def2-TZVPD basis) results for 2 unconnected molecules or ions with the total composition C6H16N2 at a distorted geometry.

Calculated values
SMILES string ... [H]/N=C\CN(C)CC.C
HOMO-LUMO gap ... 9.94 eV
Relative energy (zero: lowest compared OMol25 entry of this formula, charge and spin) ... 324.4 kJ/mol
LUMO energy ... 0.93 eV
E_HOMO ... -9.01 eV

CARTESIAN COORDINATES (ANGSTROEM)
N: 0.938 0.151 -0.200
N: -1.773 -0.060 -0.990
C: 0.255 1.360 -0.659
C: 2.860 -0.672 1.112
C: -1.147 1.062 -1.210
C: 2.175 0.538 0.481
C: 1.200 -0.670 -1.398
C: -4.060 -0.881 1.286
H: -4.351 -0.961 2.331
H: 0.849 1.835 -1.452
H: 2.903 1.093 -0.130
H: -4.553 -0.050 0.789
H: 0.272 -1.172 -1.651
H: 0.167 2.059 0.180
H: -1.619 0.273 0.010
H: -1.485 1.651 -2.078
H: 1.993 -1.383 -1.202
H: -4.255 -1.810 0.757
H: 3.703 -0.273 1.683
H: 2.251 -1.292 1.763
H: -2.992 -0.685 1.238
H: 1.876 1.213 1.289
H: 1.489 -0.058 -2.265
H: 3.306 -1.267 0.316

Entry 2:
DFT (the ωB97M-V functional and the def2-TZVPD basis) results for a molecular structure, C30H27BrGaN4S2Si2 at a distorted geometry.

Calculated values
Total charge ... -1
HOMO-LUMO gap ... 5.39 eV
LUMO energy ... 1.36 eV
E_HOMO ... -4.03 eV

CARTESIAN COORDINATES (ANGSTROEM)
Br: -0.041 -0.255 -7.106
Ga: 0.030 0.268 0.573
S: 0.773 2.401 0.152
S: 2.499 -0.222 1.176
Si: -0.566 -0.857 2.639
Si: 0.086 -1.837 -0.623
N: -1.702 1.069 -1.426
N: 5.691 5.373 -1.900
N: 7.866 2.119 -0.583
N: -2.071 1.845 1.136
C: 5.296 2.231 -0.338
C: 4.638 1.158 0.244
C: 2.513 2.264 -0.029
C: -2.340 -0.790 3.337
C: 0.542 -0.559 4.147
C: -2.200 2.310 2.366
C: -0.085 -3.071 0.821
C: -2.737 1.738 -1.152
C: -0.069 -5.401 1.526
C: -3.310 3.042 2.779
C: 3.247 1.136 0.421
C: 4.561 3.340 -0.778
C: -4.186 2.808 0.571
C: 5.193 4.467 -1.393
C: 1.689 -2.328 -1.515
C: 0.382 0.437 -4.379
C: -0.013 0.745 -3.087
C: -3.025 2.118 0.246
C: -4.328 3.271 1.872
C: -0.321 -5.015 2.836
C: -2.324 0.583 -3.759
C: 3.179 3.333 -0.617
C: 0.048 -4.436 0.541
C: -1.932 0.271 -5.051
C: -0.452 -3.669 3.134
C: -0.581 0.197 -5.345
C: -1.368 0.817 -2.776
C: 6.722 2.180 -0.480
C: -1.310 -2.368 -1.803
C: -0.340 -2.680 2.150
H: -0.640 -3.379 4.164
H: -2.290 -2.246 -1.332
H: -4.946 2.986 -0.178
H: 0.254 -4.753 -0.477
H: 1.553 -0.913 3.944
H: 1.433 0.374 -4.624
H: 1.501 -3.117 -2.248
H: 0.164 -1.073 5.035
H: 0.624 0.506 4.378
H: -2.459 -1.574 4.091
H: -1.312 -1.813 -2.740
H: -1.195 -3.428 -2.050
H: 0.720 0.956 -2.319
H: -2.580 0.160 3.816
H: -3.408 2.154 -1.911
H: 2.609 4.188 -0.957
H: -5.215 3.818 2.164
H: -1.382 2.082 3.041
H: 5.214 0.307 0.581
H: 2.421 -2.685 -0.791
H: 0.038 -6.451 1.277
H: 2.144 -1.482 -2.034
H: -0.409 -5.760 3.619
H: -3.085 -0.968 2.557
H: -3.362 3.416 3.793
H: -2.670 0.070 -5.815
H: -3.378 0.591 -3.513

Entry 3:
DFT (the ωB97M-V functional and the def2-TZVPD basis) results for a molecular structure, C4H28O18S2Tl2 at a distorted geometry.

Calculated values
Total charge ... +2
HOMO-LUMO gap ... 2.76 eV
LUMO energy ... -13.24 eV
E_HOMO ... -16.00 eV

CARTESIAN COORDINATES (ANGSTROEM)
Tl: 3.984 -9.137 -9.223
Tl: 8.768 -9.276 -9.571
S: 6.572 -9.281 -12.395
S: 6.124 -6.488 -8.097
O: 3.552 -7.200 -13.878
O: 6.521 -7.723 -8.771
O: 6.424 -5.356 -8.954
O: 4.204 -11.730 -10.970
O: 5.990 -10.416 -13.073
O: 4.913 -10.135 -15.384
O: 6.874 -6.429 -6.869
O: 8.081 -11.890 -10.629
O: 7.410 -12.344 -13.395
O: 8.032 -9.412 -12.277
O: 6.203 -7.971 -13.007
O: 6.965 -5.593 -12.964
O: 4.695 -6.806 -10.985
O: 5.976 -7.398 -15.433
O: 4.675 -6.596 -7.905
O: 6.195 -11.119 -8.644
O: 8.977 -10.361 -14.470
O: 6.163 -9.261 -10.992
C: 9.029 -10.497 -16.890
C: 2.413 -5.209 -13.096
C: 3.138 -5.933 -14.263
C: 8.450 -9.692 -15.631
H: 5.099 -7.027 -11.823
H: 5.264 -9.264 -15.570
H: 6.161 -7.629 -14.523
H: 6.675 -6.791 -15.675
H: 2.484 -5.981 -15.133
H: 8.496 -10.247 -17.807
H: 5.217 -10.333 -14.498
H: 8.749 -11.542 -16.756
H: 6.136 -11.399 -7.730
H: 7.373 -5.516 -13.827
H: 8.181 -11.942 -13.794
H: 3.988 -5.360 -14.633
H: 7.367 -9.817 -15.603
H: 6.300 -11.933 -9.137
H: 8.678 -8.627 -15.664
H: 10.090 -10.432 -17.133
H: 6.805 -11.616 -13.254
H: 6.566 -6.463 -12.964
H: 4.706 -5.850 -10.957
H: 1.706 -5.894 -12.628
H: 4.444 -7.392 -14.176
H: 1.918 -4.290 -13.409
H: 3.903 -12.591 -11.260
H: 8.613 -9.964 -13.675
H: 7.705 -11.985 -11.504
H: 8.369 -12.773 -10.395
H: 4.647 -11.361 -11.734
H: 3.058 -4.972 -12.249

Entry 4:
DFT (the ωB97M-V functional and the def2-TZVPD basis) results for a molecular structure, C25H48Cl3N4O3PmSSi at a distorted geometry.

Calculated values
HOMO-LUMO gap (spin up / spin down) ... 8.06 / 8.07 eV
Relative energy (zero: lowest compared OMol25 entry of this formula, charge and spin) ... 1.7 kJ/mol
LUMO energy (spin up / spin down) ... 0.18 / 0.18 eV
E_HOMO (spin up / spin down) ... -7.88 / -7.89 eV
2S+1 ... 5

CARTESIAN COORDINATES (ANGSTROEM)
Pm: 0.082 0.480 -0.314
Cl: 0.354 1.662 -2.558
Cl: -2.472 0.553 0.235
Cl: -0.578 2.363 -5.669
S: 0.246 -1.379 2.078
Si: -0.342 4.305 -4.920
O: 0.626 2.344 1.177
O: -0.171 -1.646 -1.018
O: 2.372 -0.160 -0.277
N: 2.841 -1.938 -1.643
N: -0.952 -1.225 4.444
N: 0.634 0.408 4.059
N: 0.068 4.503 1.641
C: -0.989 -3.686 -0.070
C: 2.820 -1.322 -0.460
C: -0.868 5.598 1.436
C: -1.389 -2.276 -3.663
C: -0.846 -5.684 1.862
C: 0.750 2.365 5.559
C: -1.994 -1.495 6.635
C: -0.167 3.332 1.085
C: -1.622 4.442 -3.546
C: -0.397 -4.441 -2.813
C: -0.760 5.644 -6.189
C: 0.255 -4.168 0.334
C: -2.154 -4.097 0.583
C: -0.034 -0.690 3.599
C: -0.939 -3.232 -2.602
C: -2.090 -5.158 1.495
C: -0.675 -1.387 5.896
C: 2.422 -1.263 -2.869
C: -0.166 -5.041 -4.160
C: 3.343 -3.303 -1.764
C: 1.279 4.803 2.406
C: -1.079 -2.664 -1.200
C: -0.146 1.499 4.698
C: 0.330 -5.149 1.323
C: 1.499 4.508 -4.602
H: 1.317 -5.480 1.660
H: -1.778 5.534 -6.579
H: -0.689 6.623 -5.690
H: -0.938 1.034 5.299
H: 1.704 5.740 2.024
H: 1.306 0.765 3.368
H: -0.891 -5.845 -4.363
H: 2.481 -0.175 -2.756
H: -0.076 -2.299 6.044
H: -1.404 -2.048 4.040
H: 0.836 -5.495 -4.224
H: -1.818 -1.497 7.714
H: 3.924 -3.543 -0.865
H: 1.335 1.741 6.248
H: 3.215 -1.934 0.366
H: -1.525 3.623 -2.817
H: -0.105 -5.078 -1.971
H: -0.355 6.437 0.952
H: 2.010 3.997 2.312
H: -2.439 -1.995 -3.503
H: 3.077 -1.608 -3.682
H: -0.063 5.649 -7.037
H: 2.027 4.558 -5.568
H: -1.285 5.928 2.397
H: 2.517 -4.027 -1.856
H: -0.249 -4.293 -4.961
H: -3.009 -5.558 1.919
H: -2.107 -2.258 -1.151
H: -2.644 -0.650 6.382
H: -2.629 4.388 -3.991
H: 1.385 -1.536 -3.120
H: -0.648 2.094 3.916
H: 1.144 -3.714 -0.113
H: -3.091 -3.579 0.346
H: 0.137 3.051 6.155
H: 1.027 4.962 3.467
H: -0.800 -1.350 -3.617
H: -0.784 -6.506 2.579
H: 1.910 3.669 -4.024
H: -0.078 -0.541 6.252
H: 3.973 -3.367 -2.660
H: -1.678 5.243 0.790
H: -1.290 -2.705 -4.665
H: 1.441 2.963 4.956
H: -1.121 3.250 0.531
H: 1.704 5.446 -4.068
H: -1.551 5.403 -3.014
H: -2.513 -2.424 6.375

Entry 5:
DFT (the ωB97M-V functional and the def2-TZVPD basis) results for 5 unconnected molecules or ions with the total composition C3H13O5 at a distorted geometry.

Calculated values
Total charge ... -1
HOMO-LUMO gap ... 3.23 eV
Relative energy (zero: lowest compared OMol25 entry of this formula, charge and spin) ... 875.5 kJ/mol
LUMO energy ... -0.91 eV
E_HOMO ... -4.14 eV

CARTESIAN COORDINATES (ANGSTROEM)
O: -0.019 -2.986 -0.512
O: -0.412 0.558 2.447
O: 1.947 0.354 1.027
O: 2.239 2.073 -1.129
O: -0.174 1.625 -0.235
C: -2.119 -1.516 -1.150
C: -1.680 -0.434 -0.261
C: -0.349 0.204 -0.555
H: 0.254 -0.317 0.178
H: 1.032 0.543 1.522
H: -2.435 0.451 -0.430
H: -0.787 -2.334 -0.840
H: -3.098 -1.908 -0.760
H: -1.588 -0.559 0.789
H: 2.044 0.883 0.196
H: -0.064 0.622 3.364
H: -0.029 -0.165 -1.640
H: 2.010 2.981 -1.191
H: -2.081 -1.473 -2.267
H: 0.180 -3.001 0.385
H: 0.812 1.757 -0.283

Entry 6:
DFT (the ωB97M-V functional and the def2-TZVPD basis) results for 2 unconnected molecules or ions with the total composition CH2BrF2NO2S at a distorted geometry.

Calculated values
HOMO-LUMO gap (spin up / spin down) ... 7.51 / 8.61 eV
Relative energy (zero: lowest compared OMol25 entry of this formula, charge and spin) ... 267.4 kJ/mol
LUMO energy (spin up / spin down) ... -2.09 / -1.13 eV
E_HOMO (spin up / spin down) ... -9.59 / -9.74 eV

CARTESIAN COORDINATES (ANGSTROEM)
Br: 2.270 2.124 -0.135
S: -0.809 -0.932 -0.215
F: 1.854 0.007 1.533
F: 2.332 -0.523 -0.570
O: -1.206 -1.839 0.800
O: -0.800 -1.402 -1.579
N: -1.921 0.358 -0.139
C: 1.782 0.350 0.260
H: -1.621 1.123 -0.747
H: -1.881 0.732 0.792

Entry 7:
DFT (the ωB97M-V functional and the def2-TZVPD basis) results for C3H6N2OS in the gas phase at a distorted geometry.

Calculated values
SMILES string ... C=CNC(=O)NS
HOMO-LUMO gap ... 9.22 eV
Relative energy (zero: lowest compared OMol25 entry of this formula, charge and spin) ... 130.8 kJ/mol
LUMO energy ... 0.43 eV
E_HOMO ... -8.80 eV

CARTESIAN COORDINATES (ANGSTROEM)
S: 2.118 -0.936 -0.032
O: -0.354 2.085 0.091
N: -0.727 -0.200 -0.113
N: 1.408 0.655 -0.067
C: -2.097 -0.134 -0.003
C: -3.009 -1.110 0.042
C: 0.073 0.930 -0.018
H: 1.836 -1.189 1.263
H: 2.061 1.398 -0.167
H: -2.743 -2.157 -0.081
H: -0.261 -1.128 -0.116
H: -2.453 0.884 -0.023
H: -4.073 -0.805 0.033

Entry 8:
DFT (the ωB97M-V functional and the def2-TZVPD basis) results for 2 unconnected molecules or ions with the total composition C4H13NO at a distorted geometry.

Calculated values
SMILES string ... CCNCC.O
HOMO-LUMO gap ... 9.07 eV
Relative energy (zero: lowest compared OMol25 entry of this formula, charge and spin) ... 89.0 kJ/mol
LUMO energy ... 0.75 eV
E_HOMO ... -8.32 eV

CARTESIAN COORDINATES (ANGSTROEM)
O: -1.425 -3.181 -2.499
N: 0.158 0.336 0.216
C: 0.236 -0.645 1.295
C: -0.382 2.447 -0.889
C: -0.245 1.707 0.438
C: 1.671 -1.130 1.533
H: -0.381 -0.065 -0.536
H: 0.485 2.279 1.022
H: 1.729 -2.207 1.584
H: -1.071 -2.771 -3.305
H: -2.372 -2.992 -2.596
H: -0.152 -0.238 2.221
H: -0.405 -1.482 1.017
H: 0.257 1.933 -1.620
H: -1.358 2.393 -1.331
H: -1.148 1.699 1.065
H: 2.094 -0.713 2.449
H: 2.301 -0.817 0.731
H: 0.007 3.447 -0.797

| no. | energy (eV) |
| --- | --- |
| 1 | -9458.71212 |
| 2 | -197357.60329 |
| 3 | -72487.11245 |
| 4 | -111649.69454 |
| 5 | -13551.38454 |
| 6 | -92963.77779 |
| 7 | -19070.81131 |
| 8 | -7895.73876 |